No. 1
The following is a DFT calculation (ωB97M-V/def2-TZVPD) of C33H46N6Sc as an isolated structure.

The geometry in XYZ format:
```
86
Properties=species:S:1:pos:R:3
Sc 0.418 -0.354 0.153
N 1.223 -3.738 3.136
N 0.162 -1.807 -1.562
C 1.235 2.188 -0.456
C 2.270 1.249 -0.127
C 2.262 1.084 1.294
C 3.215 0.241 2.037
H 4.159 0.144 1.486
H 2.800 -0.828 2.125
H 3.387 0.615 3.055
C 1.211 1.887 1.836
C 0.948 2.122 3.278
H 1.269 3.124 3.607
H 1.487 1.399 3.901
H -0.124 2.049 3.517
C 0.570 2.551 0.755
C -0.490 3.580 0.912
H -1.263 3.250 1.623
H -0.979 3.787 -0.049
H -0.093 4.538 1.291
C 3.284 0.648 -1.038
H 4.239 1.202 -1.000
H 2.949 0.637 -2.085
H 3.500 -0.392 -0.748
C 1.085 2.826 -1.794
H 0.048 3.141 -1.981
H 1.367 2.119 -2.586
H 1.734 3.715 -1.918
C 0.373 -4.612 3.669
H 0.573 -4.932 4.682
C -0.752 -5.129 2.964
H -1.385 -5.843 3.459
C -0.998 -4.671 1.658
H -1.791 -5.099 1.045
C -0.196 -3.625 1.141
H -0.353 -3.136 0.181
C 1.003 -3.192 1.899
C 1.938 -2.152 1.562
H 2.511 -2.440 0.679
C -0.153 -0.648 -2.129
C 0.703 -2.771 -2.424
H 1.101 -3.715 -2.030
C 0.488 -2.255 -3.692
H 0.635 -2.741 -4.623
N -0.069 -0.962 -3.488
C -0.215 0.086 -4.376
C 0.854 0.412 -5.244
C 0.736 1.612 -5.975
H 1.538 1.870 -6.653
C -0.362 2.445 -5.811
C -0.539 3.683 -6.632
H -1.089 4.441 -6.064
H -1.119 3.488 -7.543
H 0.416 4.111 -6.941
C -1.323 2.159 -4.857
H -2.153 2.826 -4.675
C -1.265 0.990 -4.094
C -2.193 0.770 -2.946
H -2.355 -0.283 -2.672
H -3.160 1.197 -3.218
H -1.848 1.318 -2.050
C 2.141 -0.356 -5.230
H 2.031 -1.413 -5.509
H 2.646 -0.315 -4.246
H 2.807 0.113 -5.950
C 0.137 -0.993 4.876
N -1.235 -1.135 4.387
C -2.127 -1.948 5.211
C -1.544 -0.562 3.167
N -0.603 -0.501 2.201
N -2.741 -0.035 2.854
C -3.732 0.351 3.852
C -2.918 0.350 1.451
H 0.184 -1.177 5.958
H 0.451 0.037 4.697
H 0.795 -1.706 4.377
H -2.632 -1.326 5.964
H -2.878 -2.516 4.640
H -1.507 -2.683 5.742
H 0.183 -1.061 2.531
H -4.417 1.079 3.407
H -4.325 -0.509 4.196
H -3.264 0.829 4.728
H -2.318 1.236 1.171
H -2.579 -0.484 0.816
H -3.975 0.546 1.248
```

Properties
Kohn-Sham gap (spin up / spin down)	0.150 / 0.149	Eh
net charge	-1
LUMO energy (spin up / spin down)	2.4 / 2.4	eV
highest occupied orbital energy (spin up / spin down)	-1.63 / -1.62	eV

Charges per atom according to Löwdin partitioning, unit e: number 1, Sc, carries 1.018; number 2, N, carries 0.040; number 3, N, carries -0.120; number 4, C, carries -0.279; number 5, C, carries -0.337; number 6, C, carries -0.301; number 7, C, carries -0.120; number 8, H, carries 0.070; number 9, H, carries -0.019; number 10, H, carries 0.066; number 11, C, carries -0.261; number 12, C, carries -0.063; number 13, H, carries 0.082; number 14, H, carries 0.053; number 15, H, carries 0.068; number 16, C, carries -0.264; number 17, C, carries -0.065; number 18, H, carries 0.060; number 19, H, carries 0.065; number 20, H, carries 0.081; number 21, C, carries -0.058; number 22, H, carries 0.084; number 23, H, carries 0.053; number 24, H, carries 0.077; number 25, C, carries -0.050; number 26, H, carries 0.063; number 27, H, carries 0.063; number 28, H, carries 0.085; number 29, C, carries -0.202; number 30, H, carries 0.076; number 31, C, carries -0.145; number 32, H, carries 0.056; number 33, C, carries -0.125; number 34, H, carries 0.080; number 35, C, carries -0.062; number 36, H, carries 0.039; number 37, C, carries -0.456; number 38, C, carries -0.163; number 39, H, carries -0.023; number 40, C, carries -0.197; number 41, C, carries -0.092; number 42, H, carries 0.108; number 43, C, carries -0.061; number 44, H, carries 0.091; number 45, N, carries -0.057; number 46, C, carries -0.152; number 47, C, carries -0.181; number 48, C, carries -0.012; number 49, H, carries 0.107; number 50, C, carries -0.290; number 51, C, carries -0.067; number 52, H, carries 0.074; number 53, H, carries 0.079; number 54, H, carries 0.072; number 55, C, carries -0.018; number 56, H, carries 0.114; number 57, C, carries -0.191; number 58, C, carries -0.076; number 59, H, carries 0.081; number 60, H, carries 0.073; number 61, H, carries 0.076; number 62, C, carries -0.044; number 63, H, carries 0.065; number 64, H, carries 0.088; number 65, H, carries 0.070; number 66, C, carries -0.035; number 67, N, carries -0.133; number 68, C, carries -0.071; number 69, C, carries -0.386; number 70, N, carries 0.066; number 71, N, carries -0.134; number 72, C, carries -0.055; number 73, C, carries -0.049; number 74, H, carries 0.091; number 75, H, carries 0.059; number 76, H, carries 0.071; number 77, H, carries 0.072; number 78, H, carries 0.091; number 79, H, carries 0.083; number 80, H, carries 0.008; number 81, H, carries 0.081; number 82, H, carries 0.077; number 83, H, carries 0.092; number 84, H, carries 0.077; number 85, H, carries 0.082; number 86, H, carries 0.087

---

No. 2
The following is a DFT calculation (ωB97M-V/def2-TZVPD) of C33H46OP2PbSi as an isolated structure.

The geometry in XYZ format:
```
84
Properties=species:S:1:pos:R:3
P 0.836 -2.459 -1.526
P 0.656 1.748 -1.095
C 0.492 -0.922 -2.565
C 1.282 0.323 -2.159
H -0.570 -0.742 -2.835
H 0.957 -1.280 -3.503
H 2.201 0.016 -1.649
H 1.586 0.808 -3.067
C -0.813 2.279 -2.086
H -1.408 2.975 -1.480
H -1.459 1.409 -2.310
H -0.538 2.771 -3.030
C 1.879 3.128 -1.389
H 1.561 3.835 -2.174
H 2.876 2.719 -1.607
H 1.911 3.662 -0.426
C -0.321 -3.678 -2.332
H -0.322 -4.592 -1.710
H 0.022 -3.928 -3.349
H -1.349 -3.270 -2.370
C 2.481 -2.947 -2.159
H 3.154 -2.086 -2.102
H 2.431 -3.318 -3.185
H 2.862 -3.737 -1.500
Pb -1.529 -0.703 -0.470
C 0.044 0.869 -4.984
C -1.293 0.881 -4.859
C -2.148 0.180 -5.864
C -1.704 -1.290 -6.187
C -0.903 -2.008 -5.146
C 0.432 -2.118 -5.228
C 1.243 -1.207 -6.128
C 0.783 0.282 -6.165
C -0.522 -2.240 0.941
H 0.650 1.552 -4.385
H -1.813 1.621 -4.251
H -2.140 0.754 -6.815
H -3.203 0.188 -5.552
H -2.617 -1.871 -6.365
H -1.155 -1.245 -7.135
H -1.487 -2.578 -4.408
H 1.016 -2.916 -4.741
H 1.197 -1.614 -7.159
H 2.315 -1.252 -5.868
H 1.685 0.897 -6.327
H 0.169 0.384 -7.066
H 0.524 -1.915 0.965
H -0.644 -3.295 0.637
H -0.972 -2.029 1.932
O -0.696 0.488 1.772
Si -0.364 0.742 3.316
C 1.351 0.337 4.003
C 1.607 0.295 5.379
C 2.888 0.014 5.887
C 3.933 -0.234 4.991
C 3.687 -0.200 3.616
C 2.405 0.090 3.129
C -0.614 2.497 4.004
C -1.861 3.104 3.781
C -2.191 4.315 4.399
C -1.293 4.961 5.256
C -0.043 4.372 5.468
C 0.297 3.165 4.845
C -1.475 -0.437 4.296
C -2.848 -0.352 4.049
C -3.737 -1.241 4.654
C -3.261 -2.254 5.484
C -1.889 -2.352 5.734
C -0.997 -1.463 5.118
H 0.792 0.477 6.105
H 3.054 -0.009 6.965
H 4.938 -0.451 5.378
H 4.500 -0.399 2.926
H 2.224 0.117 2.049
H -2.572 2.623 3.132
H -3.163 4.769 4.209
H -1.561 5.887 5.759
H 0.683 4.864 6.124
H 1.272 2.742 5.030
H -3.228 0.387 3.339
H -4.807 -1.164 4.448
H -3.955 -2.982 5.941
H -1.495 -3.145 6.383
H 0.082 -1.604 5.267
```

Properties
Kohn-Sham gap (spin up / spin down)	0.139 / 0.155	Eh
net charge	+2
LUMO energy (spin up / spin down)	-9.3 / -8.8	eV
highest occupied orbital energy (spin up / spin down)	-13.06 / -13.05	eV

Charges per atom according to Löwdin partitioning, unit e: number 1, P, carries 1.002; number 2, P, carries 0.894; number 3, C, carries -0.480; number 4, C, carries -0.434; number 5, H, carries 0.010; number 6, H, carries 0.061; number 7, H, carries 0.069; number 8, H, carries 0.047; number 9, C, carries -0.333; number 10, H, carries 0.059; number 11, H, carries -0.041; number 12, H, carries 0.046; number 13, C, carries -0.233; number 14, H, carries 0.058; number 15, H, carries 0.052; number 16, H, carries 0.044; number 17, C, carries -0.216; number 18, H, carries 0.071; number 19, H, carries 0.051; number 20, H, carries 0.045; number 21, C, carries -0.190; number 22, H, carries 0.061; number 23, H, carries 0.059; number 24, H, carries 0.068; number 25, Pb, carries 1.391; number 26, C, carries -0.123; number 27, C, carries -0.118; number 28, C, carries -0.161; number 29, C, carries -0.155; number 30, C, carries -0.116; number 31, C, carries -0.157; number 32, C, carries -0.159; number 33, C, carries -0.150; number 34, C, carries -0.331; number 35, H, carries 0.085; number 36, H, carries 0.090; number 37, H, carries 0.134; number 38, H, carries 0.112; number 39, H, carries 0.123; number 40, H, carries 0.111; number 41, H, carries 0.096; number 42, H, carries 0.086; number 43, H, carries 0.132; number 44, H, carries 0.113; number 45, H, carries 0.125; number 46, H, carries 0.110; number 47, H, carries -0.034; number 48, H, carries -0.003; number 49, H, carries 0.005; number 50, O, carries -0.343; number 51, Si, carries 0.489; number 52, C, carries -0.265; number 53, C, carries -0.128; number 54, C, carries -0.053; number 55, C, carries -0.066; number 56, C, carries -0.077; number 57, C, carries -0.101; number 58, C, carries -0.214; number 59, C, carries -0.106; number 60, C, carries -0.074; number 61, C, carries -0.063; number 62, C, carries -0.063; number 63, C, carries -0.080; number 64, C, carries -0.183; number 65, C, carries -0.077; number 66, C, carries -0.056; number 67, C, carries -0.042; number 68, C, carries -0.039; number 69, C, carries -0.060; number 70, H, carries 0.125; number 71, H, carries 0.116; number 72, H, carries 0.117; number 73, H, carries 0.101; number 74, H, carries 0.085; number 75, H, carries 0.080; number 76, H, carries 0.108; number 77, H, carries 0.112; number 78, H, carries 0.114; number 79, H, carries 0.088; number 80, H, carries 0.102; number 81, H, carries 0.118; number 82, H, carries 0.129; number 83, H, carries 0.124; number 84, H, carries 0.107

---

| no. | E (a.u.) |
| --- | --- |
| 1 | -2374.2084 |
| 2 | -2524.5679 |